[1]
13
Properties=species:S:1:pos:R:3:forces:R:3:nbo_charge:R:1 method="wB97M-V/def2-TZVPD" multiplicity=1 smiles="C[C@@H](O)C(N)=O" de_lowest_kj_mol=78.8
C 0.54407 1.55605 0.53370 -0.056 0.028 0.120 -0.639
C 0.01045 0.09459 0.53923 0.452 0.005 -0.065 -0.001
O -1.26754 -0.21506 1.08156 -0.129 0.314 -0.205 -0.713
C 0.22028 -0.44243 -0.88155 0.176 0.048 -0.207 0.646
N -0.62111 -1.42570 -1.33747 0.137 -0.070 -0.040 -0.838
O 1.06049 0.04594 -1.61370 -0.191 -0.263 0.123 -0.605
H 1.57723 1.52116 0.89537 -0.207 0.110 0.021 0.220
H -0.01768 2.24284 1.16894 -0.100 -0.300 0.088 0.221
H 0.61699 1.97171 -0.47616 -0.293 -0.143 0.225 0.235
H 0.67232 -0.45958 1.21283 0.091 -0.091 -0.259 0.198
H -1.96774 -0.15142 0.41912 0.254 0.247 -0.037 0.474
H -1.00020 -2.12267 -0.71405 -0.021 0.230 0.074 0.400
H -0.35723 -1.74022 -2.26233 -0.115 -0.115 0.161 0.402

***

[2]
69
Properties=species:S:1:pos:R:3:forces:R:3:nbo_charge:R:1 method="wB97M-V/def2-TZVPD" multiplicity=1 de_lowest_kj_mol=38.0
C -5.30760 2.61301 0.37194 -0.140 0.262 0.319 -0.627
C -4.41707 1.55943 -0.21221 0.355 0.205 -0.413 -0.032
C -3.89336 0.55149 0.58645 -0.139 -0.350 0.230 -0.178
C -3.15161 -0.50175 0.04719 0.226 0.346 -0.518 -0.041
C -2.95720 -1.77111 0.84342 0.454 -0.129 0.245 -0.644
C -2.69258 -0.38671 -1.28778 -0.805 -0.600 0.117 0.052
C -1.72061 -1.39449 -1.89602 -0.250 0.512 0.119 -0.240
C -2.49601 -2.62533 -2.39655 0.110 0.102 -0.258 -0.596
C -0.45416 -1.84803 -1.08869 -0.358 -0.978 0.270 -0.475
C 0.28742 -0.81918 -0.26542 -0.945 0.862 1.456 -0.054
C 1.56031 -0.35457 -0.71321 1.138 1.370 -1.117 -0.060
C 1.80491 1.06869 -0.77381 0.061 -0.921 0.319 0.016
C 0.66514 2.06478 -0.80862 -0.402 0.329 0.188 -0.641
C 3.11854 1.50902 -0.75552 0.432 -1.092 -0.222 -0.230
C 4.17872 0.57868 -0.77913 -0.870 -0.983 0.012 0.009
C 5.58127 1.00339 -0.53005 0.556 0.282 -0.256 -0.634
C 3.90266 -0.79503 -1.00115 0.090 1.228 0.247 -0.227
C 2.59858 -1.27868 -1.01149 -0.343 0.708 0.225 0.007
C 2.36809 -2.75044 -1.23695 0.207 -0.722 0.235 -0.651
C -3.32511 0.55299 -2.13743 0.643 -0.028 0.505 -0.015
C -3.15009 0.54930 -3.63398 0.137 0.389 -0.211 -0.641
C -4.12788 1.54280 -1.58056 -0.194 -0.105 0.410 -0.220
H -5.69446 3.28061 -0.39948 0.027 -0.043 0.038 0.215
H -6.16419 2.16165 0.88883 0.149 0.072 -0.127 0.219
H -4.78066 3.22626 1.11282 -0.036 -0.079 -0.111 0.218
H -4.07428 0.56529 1.66971 -0.247 -0.161 -0.446 0.197
H -3.45955 -2.64047 0.37962 0.146 0.538 0.118 0.221
H -1.89720 -2.03237 0.94976 -0.461 0.002 -0.046 0.218
H -3.36538 -1.66623 1.85417 0.037 0.055 -0.160 0.219
H -1.32060 -0.87802 -2.78196 0.025 -0.227 0.202 0.209
H -3.33248 -2.30542 -3.03831 0.282 -0.164 0.246 0.212
H -1.84213 -3.27503 -2.99400 -0.164 0.003 0.200 0.210
H -2.90838 -3.18751 -1.55431 0.105 -0.028 -0.209 0.205
H -0.66807 -2.70550 -0.42361 -0.248 0.096 -0.460 0.224
H 0.17316 -2.25197 -1.89533 -0.033 0.231 0.531 0.231
H -0.37337 -0.11795 0.25804 0.175 0.160 -0.995 0.222
H 1.04104 3.09467 -0.91912 0.047 -0.404 0.030 0.220
H -0.04318 1.90347 -1.65143 0.442 -0.149 0.524 0.221
H 0.07497 2.06219 0.12740 0.178 -0.097 -0.401 0.221
H 3.34415 2.56082 -0.66434 -0.016 0.192 -0.055 0.210
H 6.23588 0.13413 -0.41719 -0.043 0.160 -0.051 0.216
H 5.92286 1.58408 -1.39275 0.255 0.037 0.151 0.220
H 5.69740 1.63206 0.36446 -0.189 -0.138 -0.228 0.218
H 4.72395 -1.51072 -1.06575 -0.118 0.236 -0.060 0.210
H 3.17125 -3.33330 -0.77167 -0.047 0.188 -0.184 0.237
H 1.45116 -3.12640 -0.78475 0.372 0.078 0.011 0.226
H 2.33531 -3.03120 -2.30293 0.044 0.344 0.192 0.214
H -3.78013 1.33417 -4.06553 0.095 -0.142 0.037 0.219
H -2.12040 0.78574 -3.91744 -0.015 -0.124 -0.074 0.218
H -3.43612 -0.39042 -4.12161 0.134 0.107 0.247 0.218
H -4.50404 2.33344 -2.23335 -0.154 -0.274 0.205 0.204
C -0.31557 -1.07792 2.73385 -0.102 0.025 0.016 -0.627
C 0.95422 -0.89701 1.92308 0.040 -0.790 -0.490 -0.176
C 1.73598 -2.09087 1.77646 0.837 -2.575 0.648 0.289
N 2.28209 -3.13311 1.75741 -1.084 2.415 -0.080 -0.377
C 1.74984 0.27460 2.39035 -0.037 1.116 -0.131 0.026
C 1.07554 1.39862 2.95686 0.262 -0.530 0.065 -0.221
C 1.79121 2.48019 3.47985 -0.051 -0.206 -0.269 -0.223
C 3.18976 2.52138 3.36588 -0.131 -0.389 -0.253 -0.197
C 3.87352 1.40456 2.84631 -0.922 0.198 0.160 -0.219
C 3.15901 0.29091 2.38862 -0.192 0.069 0.163 -0.206
H -1.03787 -0.32415 2.37158 -0.063 -0.543 0.249 0.210
H -0.69311 -2.09974 2.60679 -0.101 0.431 0.127 0.229
H -0.14020 -0.87084 3.81274 -0.047 -0.266 -0.616 0.224
H -0.02258 1.37481 3.06985 0.771 0.140 -0.164 0.215
H 1.23438 3.27429 3.99682 0.386 -0.246 -0.416 0.217
H 3.72946 3.42263 3.66782 -0.096 -0.430 0.087 0.215
H 4.95515 1.38343 2.83204 0.001 0.054 -0.043 0.216
H 3.70028 -0.60613 2.07332 -0.177 0.369 -0.076 0.233

***

[3]
23
Properties=species:S:1:pos:R:3:forces:R:3:nbo_charge:R:1 method="wB97M-V/def2-TZVPD" multiplicity=1 smiles="C[C@H](C(=O)O)[C@@]1(N)C=CO[C@H]1O" de_lowest_kj_mol=35.6
C -1.14354 -1.81424 0.27647 0.145 0.023 0.087 -0.611
C -0.85078 -0.34324 0.58989 -0.193 -0.022 -0.172 -0.358
C -2.18028 0.41700 0.47082 0.566 -0.230 0.402 0.794
O -2.84282 0.69446 1.43056 -0.253 0.103 0.059 -0.582
O -2.55799 0.69713 -0.77108 -0.378 0.237 -0.333 -0.702
C 0.20040 0.28882 -0.31628 3.256 -1.104 0.988 0.092
N -0.11332 0.09680 -1.71472 -0.045 0.013 -0.297 -0.867
C 0.52160 1.70943 0.01071 0.046 -0.234 -0.077 -0.352
C 1.80141 1.89978 0.30372 -0.314 -0.116 -0.128 0.163
O 2.62401 0.81004 0.30343 0.517 0.026 0.193 -0.512
C 1.90889 -0.36578 0.06211 -3.471 0.849 -0.895 0.385
O 1.93212 -1.25007 1.10791 0.390 -0.015 0.254 -0.703
H -1.46558 -1.94448 -0.75449 -0.082 -0.057 -0.071 0.201
H -1.94600 -2.16275 0.92452 -0.021 -0.064 -0.015 0.232
H -0.26260 -2.42568 0.45808 0.040 -0.038 -0.027 0.228
H -0.53393 -0.26736 1.63311 -0.045 0.133 -0.156 0.237
H -1.82822 0.47930 -1.40348 -0.031 0.001 0.112 0.506
H 0.01902 -0.86964 -1.99104 0.006 0.037 -0.068 0.379
H 0.46167 0.69187 -2.29995 -0.031 -0.071 0.010 0.388
H -0.22684 2.47602 0.02980 -0.138 0.360 0.000 0.238
H 2.30391 2.82093 0.54164 0.052 0.092 0.086 0.208
H 2.27295 -0.87634 -0.83154 0.033 0.051 0.055 0.152
H 1.90592 -0.76201 1.93980 -0.049 0.027 -0.005 0.484

***

[4]
18
Properties=species:S:1:pos:R:3:forces:R:3:nbo_charge:R:1 method="wB97M-V/def2-TZVPD" multiplicity=1 smiles="COC(C)=S.CC=S" de_lowest_kj_mol=206.0
C -2.48598 -1.29506 1.38407 1.071 -2.077 -0.575 -0.276
O -2.39879 -0.99169 -0.01902 -0.486 0.141 1.965 -0.479
C -1.57067 -0.02489 -0.28564 0.414 2.305 -1.823 0.297
C -1.65167 0.15154 -1.77608 1.557 0.247 0.818 -0.696
S -0.69935 1.08609 0.58545 -0.889 -1.239 0.554 -0.165
H -1.44667 -1.70658 1.52344 -1.366 -0.271 0.897 0.206
H -3.35854 -1.97740 1.50990 1.058 0.323 -0.021 0.205
H -2.56853 -0.43397 1.99258 -0.276 1.065 0.389 0.207
H -2.17832 1.10678 -1.93257 0.805 -0.326 -0.567 0.244
H -2.25366 -0.66419 -2.01105 -1.187 -1.114 -1.440 0.215
H -0.62312 -0.05783 -2.17206 -0.963 1.004 -0.093 0.250
C 2.67191 1.13255 0.26208 1.016 1.167 -1.938 -0.720
C 2.84860 -0.31200 0.40693 -3.335 -0.848 -2.192 -0.172
S 1.86594 -1.38404 -0.42640 1.738 1.090 1.120 -0.032
H 3.37917 1.57035 -0.51722 -0.669 -0.762 0.565 0.247
H 2.97222 1.68184 1.12517 -0.106 0.299 0.979 0.224
H 1.66922 1.38490 -0.08736 0.196 0.004 0.165 0.263
H 3.45461 -0.61213 1.19185 1.420 -1.006 1.196 0.183

***

Number 1: total energy -8809.712 eV, E_HOMO -9.901 eV. Number 2: total energy -34235.261 eV, E_HOMO -7.305 eV. Number 3: total energy -17116.822 eV, E_HOMO -9.198 eV. Number 4: total energy -29062.783 eV, E_HOMO -8.521 eV.